Molecular formula: C28H18MoN4O8S2
Method: DFT, the ωB97M-V functional and the def2-TZVPD basis

Computed properties:
HOMO: -0.5242 Ha
E_LUMO: -8.529 eV
charge: +2
gap between HOMO and LUMO: 5.74 eV
energy relative to the best compared isomer or geometry (same formula, charge and spin): 0.93 kcal per mole

Element x y z (Å)
Mo  0.314358  -0.247235  -0.209788
O  1.648523  -1.160352  -0.898527
C  2.567872  -2.181939  -0.732862
C  3.472087  -2.439209  -1.725973
C  4.376402  -3.478305  -1.514102
C  4.346424  -4.219125  -0.340883
C  3.409492  -3.932574  0.643647
C  2.503244  -2.897888  0.455777
C  1.500177  -2.609786  1.455549
N  0.641135  -1.662629  1.386973
N  -0.254713  -1.554874  2.442900
C  -1.058578  -0.573721  2.268355
O  -0.934368  0.143056  1.107918
C  -2.078123  -0.164000  3.213427
C  -2.814477  0.997929  2.974280
C  -3.765582  1.404888  3.893035
C  -3.986229  0.648055  5.036112
C  -3.253734  -0.511170  5.272771
C  -2.295765  -0.920259  4.367167
H  3.462755  -1.849360  -2.633184
H  5.104981  -3.707376  -2.279951
H  5.049080  -5.027183  -0.191678
H  3.381715  -4.512017  1.558634
H  1.447340  -3.235585  2.341640
H  -2.633361  1.579862  2.080686
H  -4.331669  2.310980  3.724384
H  -4.737158  0.962500  5.749158
H  -3.431380  -1.089809  6.168975
H  -1.713684  -1.815651  4.539582
O  -0.914980  -2.011730  -0.561143
C  -2.124343  -2.016614  -0.872442
C  -2.863385  -0.903433  -1.374530
C  -4.229674  -1.040273  -1.645230
C  -4.869716  -0.006849  -2.271052
C  -4.203366  1.145205  -2.671808
C  -2.851405  1.287155  -2.413481
C  -2.202424  0.269282  -1.746744
O  -0.887660  0.406166  -1.465180
N  -6.316976  -0.132575  -2.553019
O  -6.863904  -1.122557  -2.128711
O  -6.795076  0.686706  -3.298415
H  -2.638740  -2.976671  -0.791709
H  -4.778251  -1.932080  -1.367051
H  -4.758126  1.919825  -3.184186
H  -2.297643  2.167881  -2.711015
O  0.418191  2.998260  -2.669737
S  1.441989  2.114291  -2.239347
O  1.739196  0.925371  -2.977212
N  1.148623  1.571619  -0.607456
C  2.225725  1.736757  0.151012
S  2.160066  0.778581  1.524043
C  3.254876  2.575352  -0.435975
C  4.436818  3.016120  0.134888
C  5.272302  3.812304  -0.636797
C  4.926957  4.154626  -1.941168
C  3.741974  3.709186  -2.526189
C  2.929522  2.919379  -1.749727
H  4.687382  2.759954  1.156753
H  6.200579  4.176757  -0.218398
H  5.594128  4.777907  -2.521522
H  3.480576  3.976876  -3.541480

Cartesian forces, eV/Å:
-0.3425 0.3382 1.5470
1.1400 -1.0492 -0.8793
-0.4640 0.4120 0.0624
0.1255 0.0029 -0.2087
0.0285 -0.0164 -0.0152
0.0016 -0.0057 0.0118
0.1448 -0.1579 0.0331
-0.1867 0.0026 0.2400
0.1974 -0.3137 0.0407
-0.3186 0.2496 0.1991
0.2757 -0.0646 -0.0884
0.1348 0.1194 -0.0652
-0.5127 -0.0308 0.5808
-0.0234 0.0944 -0.1397
-0.0405 0.0411 -0.0145
0.0192 -0.0059 -0.0192
-0.0299 0.0044 0.0152
-0.0053 -0.0164 0.0323
0.0197 -0.0583 0.0486
0.0310 -0.0289 0.0046
-0.0046 -0.0090 0.0080
0.0018 0.0206 -0.0125
-0.0069 0.0077 -0.0264
0.0137 -0.0301 -0.0124
-0.0088 0.0151 0.0075
0.0023 -0.0269 -0.0141
0.0243 -0.0012 0.0036
-0.0018 0.0017 -0.0172
-0.0207 0.0117 0.0175
0.0178 0.2052 0.0577
0.0556 -0.0003 -0.0708
0.0252 -0.3232 0.0787
-0.0928 -0.1261 0.0935
-0.0937 0.1885 0.2205
0.0251 0.0910 -0.0398
-0.0434 0.2231 -0.0930
0.4917 0.0691 0.1325
-0.1900 0.2289 -0.5973
0.2466 -0.5631 -0.8838
-0.1507 0.0170 0.3963
-0.1205 0.3632 0.2296
-0.0239 -0.0547 0.0018
0.0076 0.0155 -0.0387
-0.0079 -0.0087 -0.0025
-0.0265 -0.0041 -0.0025
0.0390 0.0429 0.1937
-0.0497 -0.0145 -0.2340
-0.0450 0.0674 0.0410
0.0326 0.1265 -0.6346
0.1488 0.1962 -0.0977
-0.4921 -0.3434 -0.2979
-0.0545 -0.0004 0.0335
0.0543 0.0512 0.0708
0.0052 0.0113 0.0041
0.0624 0.0254 0.0017
-0.0531 0.0218 -0.0211
0.0090 -0.0033 0.1214
0.0276 0.0071 -0.0234
-0.0143 0.0021 -0.0113
0.0036 0.0046 0.0178
0.0122 -0.0226 0.0143